Computed, not measured: a cluster of 12 separate species, C50H69F33O25 in total at a distorted geometry, with ωB97M-V with the def2-TZVPD basis set.

The calculation puts the energy above the lowest of the compared OMol25 structures with the same formula, charge and spin at 2.775 eV. Its spin multiplicity is 1. The total energy is -193828.8165 eV. The value obtained for the lowest unoccupied orbital energy is -0.045 eV. The structure (SMILES) is CCOC(=O)C(F)(F)F.CCOC(=O)C(F)(F)F.CCOC(=O)C(F)(F)F.CCOC(=O)C(F)(F)F.CCOC(=O)C(F)(F)F.CCOC(=O)C(F)(F)F.CCOC(=O)C(F)(F)F.CCOC(=O)C(F)(F)F.CCOC(=O)C(F)(F)F.CCOC(=O)C(F)(F)F.CCOC(=O)C(F)(F)F.COCCOCCOC. Its HOMO-LUMO gap is 9.8 eV.

```
177
Properties=species:S:1:pos:R:3:forces:R:3
C 13.003192 7.767415 -21.585009 -0.4 -1.6 -0.8
O 11.684695 8.085580 -22.035464 -0.4 0.5 0.6
C 11.182090 7.380239 -23.165988 1.2 -0.8 -0.4
C 11.237567 5.849215 -23.108047 -0.8 -0.5 1.2
O 10.500617 5.466171 -21.932933 0.1 -0.7 0.5
C 10.356436 4.045631 -21.811410 -0.9 0.2 -1.0
C 9.287845 3.499906 -22.789290 0.0 -0.3 -0.3
O 7.987221 3.978482 -22.481147 0.6 0.3 0.6
C 7.007981 3.719775 -23.448625 -0.4 -0.3 0.4
H 13.749656 7.948551 -22.358361 0.1 0.3 -0.1
H 13.016036 6.697540 -21.376904 0.2 -0.3 0.0
H 13.334472 8.199058 -20.640532 -0.8 0.8 -0.2
H 11.770273 7.664596 -24.038498 0.1 0.2 -0.3
H 10.143886 7.629257 -23.385605 0.1 0.5 0.6
H 12.227308 5.392695 -23.098240 0.4 0.3 0.3
H 10.752395 5.353176 -23.948665 -0.1 0.6 -0.5
H 10.007581 3.665745 -20.851156 0.0 1.1 0.5
H 11.340449 3.588167 -21.914075 0.0 -0.3 -0.6
H 9.255376 2.412641 -22.719447 0.3 -0.3 0.1
H 9.491106 3.717966 -23.837735 0.3 0.2 -0.2
H 6.053027 3.968897 -22.985931 0.0 0.5 -0.2
H 6.880063 2.663120 -23.683627 0.5 -0.4 -0.1
H 7.173928 4.271176 -24.374108 0.0 0.2 -0.1
C 12.053094 1.724568 -30.382049 -0.1 -0.6 0.0
C 11.722248 1.881248 -28.873430 0.6 2.0 -0.9
O 11.937678 0.755692 -28.053586 1.3 -1.7 0.8
C 13.181182 0.362091 -27.650478 2.5 2.6 -2.0
O 14.266172 0.993066 -27.801910 -4.6 -2.6 0.8
C 13.090942 -1.077394 -27.030205 0.1 0.0 -1.4
F 11.980612 -1.751852 -27.464315 1.0 0.9 1.2
F 14.133897 -1.839114 -27.486210 -0.9 1.1 1.3
F 13.097973 -0.895575 -25.694066 0.0 -1.0 -0.9
H 11.718660 2.556883 -31.001328 -0.1 0.4 0.6
H 11.585772 0.878959 -30.886682 -0.2 -0.3 0.5
H 13.118978 1.621792 -30.585581 0.1 0.0 0.4
H 10.714071 2.242941 -28.671315 -0.3 -0.7 -0.3
H 12.305846 2.719186 -28.492154 0.5 -0.1 0.0
C 21.959499 14.877949 -14.520515 -0.6 0.1 -1.1
C 21.323035 13.781866 -15.392110 -0.8 -0.5 0.5
O 22.302818 13.020027 -16.068663 1.4 -1.4 -2.4
C 21.894315 12.104235 -16.996140 -2.0 0.1 0.1
O 20.744509 11.761264 -17.230841 2.1 1.0 0.7
C 23.048144 11.488221 -17.864979 -1.0 0.8 -0.8
F 22.653357 10.269340 -18.348412 1.0 1.7 0.7
F 23.277733 12.331848 -18.941776 -0.3 -1.2 1.1
F 24.160954 11.425847 -17.166611 0.4 -0.6 -0.2
H 21.160706 15.251368 -13.879746 0.3 -0.3 0.5
H 22.191413 15.751989 -15.129109 0.1 -0.1 -0.3
H 22.901656 14.625941 -14.033763 -0.5 -0.4 0.3
H 20.606144 14.179807 -16.110311 0.2 0.3 -0.1
H 20.765957 12.996520 -14.881239 -0.3 0.5 0.8
C -1.732169 0.434383 -17.885133 -0.3 1.2 0.4
C -0.327875 0.163887 -17.380623 -0.8 0.0 -1.4
O 0.489091 1.334613 -17.595617 0.4 2.1 1.7
C 0.569771 2.333934 -16.638546 -0.9 -2.5 2.1
O 0.140098 2.280772 -15.470599 1.2 0.2 -4.1
C 1.392123 3.572510 -17.116713 -0.4 -0.6 -0.7
F 1.748870 3.569866 -18.443264 -0.4 -0.1 1.7
F 0.565961 4.603323 -16.913677 0.6 0.3 -0.1
F 2.497656 3.676520 -16.366417 -0.5 0.2 -0.5
H -2.331759 -0.475879 -17.887022 -0.1 0.2 0.2
H -1.820690 0.948078 -18.842416 0.6 -0.5 -0.4
H -2.119305 1.214987 -17.230241 -0.6 -0.4 0.4
H 0.099061 -0.549842 -18.085193 0.4 -0.3 0.7
H -0.430313 -0.174096 -16.349430 0.8 0.1 0.0
C 12.601329 6.040596 -14.402373 0.8 0.4 -1.2
C 13.478642 6.332344 -15.650090 -1.2 -1.2 0.9
O 14.839746 6.156405 -15.217449 0.9 0.0 -0.3
C 15.481487 5.010128 -15.497776 -1.6 -0.2 -0.8
O 15.077672 4.091274 -16.175090 0.3 1.1 0.8
C 16.856951 4.955658 -14.817777 -0.4 -1.0 -0.1
F 17.452606 6.113535 -14.752953 0.7 1.0 -0.4
F 16.757074 4.522153 -13.556087 -0.3 -0.4 0.2
F 17.580792 4.072591 -15.514498 0.4 0.3 0.3
H 12.863442 6.778044 -13.643705 -0.3 -0.1 0.1
H 12.840309 5.037714 -14.048499 -0.2 0.0 0.1
H 11.564759 6.118161 -14.730382 -0.1 0.0 0.4
H 13.253906 7.329210 -16.029353 0.8 0.1 0.1
H 13.238003 5.611955 -16.431915 0.2 0.0 0.0
C 9.372685 14.320742 -27.071308 -0.1 -0.3 -0.6
C 10.866603 14.143736 -27.312940 -0.3 -0.1 1.6
O 11.018498 13.612896 -28.616260 -1.8 0.7 -1.5
C 12.025085 12.892648 -28.963774 3.1 -0.7 1.0
O 12.886741 12.508366 -28.206644 -0.3 -0.1 -0.3
C 12.206746 12.588232 -30.488498 -0.8 0.2 2.1
F 13.267114 13.221873 -31.001126 0.1 -1.0 0.2
F 12.270630 11.233541 -30.570846 0.4 1.2 -0.8
F 11.153792 13.060208 -31.105124 -1.0 -0.3 -1.3
H 8.942897 13.328498 -27.208536 -0.2 0.0 -0.1
H 8.925737 14.981263 -27.814299 0.0 0.1 0.1
H 9.073041 14.614664 -26.065363 0.5 0.3 0.0
H 11.201688 13.432122 -26.558330 0.5 0.0 -0.2
H 11.470708 15.048387 -27.243897 -0.1 0.0 0.0
C 5.031271 -3.243704 -28.281076 -0.1 1.0 -0.7
C 5.228849 -2.022039 -29.185034 2.2 -0.4 0.9
O 4.013526 -1.446610 -29.540173 -1.8 1.3 -1.5
C 3.963311 -0.179574 -30.038064 3.6 1.1 3.0
O 4.945574 0.603317 -29.966281 -3.9 -2.5 -1.1
C 2.479296 0.213314 -30.387394 1.6 -1.3 0.0
F 2.527123 0.797120 -31.532359 0.0 1.4 -2.4
F 1.727007 -0.871317 -30.537041 -0.4 -0.3 0.6
F 1.947687 1.051315 -29.532560 -0.3 0.1 1.1
H 4.685322 -4.084393 -28.882462 -0.1 -0.1 0.4
H 4.328661 -2.940765 -27.504758 -0.1 -0.4 0.0
H 5.997970 -3.434540 -27.815044 -0.1 -0.3 -0.1
H 5.833683 -2.284902 -30.052896 -0.3 0.0 -0.4
H 5.868274 -1.320580 -28.649134 -0.3 0.4 0.1
C 11.189529 -2.116186 -17.045779 -0.4 -1.1 -0.7
C 10.709891 -2.937133 -18.295574 1.3 -0.3 1.6
O 9.287999 -3.019524 -18.278588 -2.0 0.8 -0.8
C 8.553709 -3.557480 -19.279224 4.4 -3.5 -1.1
O 9.080138 -4.297145 -20.147684 -2.3 2.9 2.3
C 7.033353 -3.491571 -19.078641 0.2 -0.1 0.8
F 6.712671 -2.681907 -18.033603 -0.1 -0.4 -1.3
F 6.505948 -3.093035 -20.236102 -0.4 0.2 0.6
F 6.550693 -4.718545 -18.781820 0.3 0.7 -0.3
H 10.946926 -2.618096 -16.109123 -0.8 -0.1 -0.1
H 10.801430 -1.097958 -17.019423 0.4 0.0 -0.1
H 12.271563 -2.239438 -16.999831 0.2 0.8 -0.5
H 11.130765 -3.928611 -18.128413 -0.3 -0.3 -0.3
H 11.169859 -2.594373 -19.222410 -0.7 0.3 -0.1
C 14.636720 16.125494 -20.476586 0.4 0.7 -0.6
C 15.595483 16.723747 -19.445485 -0.8 -0.5 0.4
O 16.594947 17.473926 -20.179143 1.9 0.7 0.8
C 17.619117 18.138915 -19.518499 -2.1 -1.4 3.8
O 17.668389 18.314917 -18.275356 0.1 -0.5 -5.0
C 18.722059 18.535404 -20.529043 1.5 1.9 0.1
F 19.940629 18.090668 -20.198763 -0.5 -1.3 0.1
F 18.440629 18.152858 -21.779211 0.1 0.5 0.8
F 18.959216 19.895502 -20.448168 -1.5 -0.8 -0.6
H 14.004597 15.296069 -20.159448 0.1 0.3 0.6
H 15.225094 15.708889 -21.294130 0.1 0.1 -0.1
H 14.028358 16.937926 -20.874021 -0.2 -0.2 -0.2
H 15.983529 15.885625 -18.866630 0.9 0.3 0.0
H 15.096431 17.378530 -18.731124 0.0 0.1 -0.1
C 17.760460 6.968586 -28.442926 1.1 1.0 -0.1
C 18.913270 7.890620 -28.875666 -0.2 -0.7 0.2
O 18.941591 9.203045 -28.259144 0.3 1.3 1.4
C 19.321687 9.446772 -26.954268 0.2 -3.7 0.9
O 19.610689 8.573717 -26.122788 -0.8 2.4 -2.4
C 19.410933 10.960126 -26.535386 0.6 -1.5 -0.6
F 18.800868 11.201601 -25.378789 0.3 -0.2 -0.2
F 20.728180 11.241443 -26.429016 -0.4 0.1 0.3
F 18.902250 11.713784 -27.467310 -0.5 1.0 -0.7
H 17.967581 6.724288 -27.401047 -0.6 -0.4 -0.1
H 17.861391 6.137411 -29.140830 -0.2 -0.4 0.4
H 16.785605 7.426691 -28.609918 0.1 0.0 0.2
H 18.831660 7.998828 -29.957209 0.0 0.9 0.1
H 19.864361 7.376828 -28.735840 0.1 0.2 0.5
C 3.034356 7.916493 -25.667799 -1.4 0.5 -0.4
C 4.373406 8.279572 -26.193600 1.9 -0.8 1.5
O 4.441104 8.188664 -27.576013 -0.5 0.1 -3.6
C 5.581547 8.353800 -28.272084 1.2 1.8 3.7
O 6.624060 8.724809 -27.720703 -2.1 -1.2 -1.9
C 5.459222 8.192108 -29.799769 -1.3 0.1 0.2
F 5.594004 9.433012 -30.364996 -0.3 -1.7 0.3
F 6.431658 7.383897 -30.174562 0.1 0.2 -0.6
F 4.257108 7.621525 -30.177131 1.7 1.1 0.3
H 2.329697 8.706068 -25.928779 0.0 0.3 0.3
H 3.077002 7.842625 -24.581135 0.0 -0.1 -0.1
H 2.540242 7.051847 -26.110893 0.6 -0.4 0.1
H 5.135479 7.571435 -25.868207 0.1 -0.1 0.6
H 4.686795 9.240404 -25.785329 0.0 0.3 -0.4
C 7.173212 11.539133 -18.638945 1.1 -0.3 0.9
C 7.486854 10.305940 -17.721951 0.6 -0.2 -3.0
O 6.935122 10.458618 -16.469087 -1.2 0.7 3.3
C 7.583279 11.186658 -15.516921 3.7 0.7 -3.8
O 8.709687 11.670210 -15.735703 -3.3 -1.1 1.3
C 6.852296 11.330638 -14.198582 0.2 0.4 -0.1
F 7.568057 10.679751 -13.281966 -0.2 0.2 0.3
F 6.781962 12.649934 -13.857225 -0.2 -1.4 -0.2
F 5.646775 10.784503 -14.278152 -0.2 0.4 0.4
H 7.730154 11.563754 -19.575594 0.2 -0.5 0.1
H 7.550882 12.382623 -18.061016 -0.4 0.4 -0.2
H 6.126316 11.640111 -18.925102 0.0 -0.1 0.5
H 8.530187 10.000546 -17.642658 0.3 0.8 0.0
H 7.056954 9.430482 -18.208642 -0.6 -0.1 0.5
```
Forces are in eV/Å.

Results of the Löwdin charge analysis, in e, for atoms 1 through 5: atom 1 (C): -0.09, atom 2 (O): -0.18, atom 3 (C): -0.18, atom 4 (C): -0.19, atom 5 (O): -0.14